92
Properties=species:S:1:pos:R:3 method="wB97M-V/def2-TZVPD" smiles="O=C(Br)CN(F)S(=O)(=O)F.NC(N)=O.NC(N)=O.NC(N)=O.NC(N)=O.NC(N)=O.NC(N)=O.NC(N)=O.NC(N)=O.NC(N)=O.NC(N)=O" lumo_ev=-1.26
O 0.009 3.419 2.651
C 0.030 3.845 1.487
Br 1.259 2.988 0.171
C -0.875 5.045 0.964
N -2.239 5.106 1.573
F -2.866 6.204 1.006
S -3.245 3.763 1.133
O -2.780 2.453 1.719
O -4.600 4.041 1.739
F -3.492 3.620 -0.515
H -0.859 5.047 -0.179
H -0.337 6.014 1.284
C -2.136 8.851 3.273
O -1.211 8.854 2.473
N -3.117 7.916 3.250
N -2.259 9.784 4.252
H -3.885 7.894 3.897
H -3.057 7.209 2.536
H -1.548 10.495 4.300
H -3.009 9.800 4.918
C 2.437 -0.352 -1.144
O 2.719 0.816 -1.375
N 3.111 -1.392 -1.702
N 1.431 -0.709 -0.314
H 2.895 -2.356 -1.525
H 3.869 -1.168 -2.325
H 0.911 0.036 0.120
H 1.180 -1.662 -0.111
C -0.467 -4.164 -0.394
O 0.101 -3.616 0.547
N 0.173 -4.506 -1.541
N -1.779 -4.470 -0.364
H -0.276 -4.953 -2.319
H 1.153 -4.293 -1.601
H -2.285 -4.230 0.469
H -2.267 -4.914 -1.119
C -3.020 -1.286 -0.655
O -2.914 -2.261 -1.395
N -3.070 -1.391 0.694
N -3.096 -0.018 -1.127
H -3.157 -0.604 1.313
H -3.017 -2.314 1.086
H -3.063 0.104 -2.125
H -3.183 0.793 -0.539
C -0.778 4.214 -3.335
O -0.228 4.762 -2.389
N -0.120 3.895 -4.476
N -2.094 3.877 -3.324
H -0.550 3.445 -5.263
H 0.858 4.129 -4.522
H -2.617 4.097 -2.494
H -2.562 3.427 -4.089
C 3.096 -5.209 2.897
O 3.555 -5.728 3.907
N 3.459 -5.596 1.647
N 2.189 -4.205 2.938
H 3.095 -5.184 0.809
H 4.135 -6.341 1.573
H 1.894 -3.890 3.847
H 1.801 -3.767 2.120
C -6.218 -4.420 -2.002
O -6.427 -4.067 -0.850
N -7.048 -5.262 -2.670
N -5.140 -4.001 -2.711
H -6.895 -5.564 -3.615
H -7.859 -5.595 -2.177
H -4.500 -3.373 -2.247
H -4.951 -4.279 -3.656
C 6.222 -8.919 2.185
O 6.578 -7.943 1.540
N 5.303 -8.842 3.178
N 6.716 -10.164 1.961
H 4.996 -9.629 3.719
H 4.913 -7.931 3.374
H 7.401 -10.262 1.230
H 6.437 -10.978 2.478
C 1.865 -0.544 -5.923
O 1.048 -0.422 -6.825
N 1.613 -0.151 -4.650
N 3.096 -1.083 -6.119
H 2.269 -0.241 -3.895
H 0.710 0.254 -4.466
H 3.320 -1.387 -7.052
H 3.780 -1.191 -5.394
C 2.681 6.098 3.388
O 3.262 5.556 2.460
N 3.210 7.146 4.070
N 1.457 5.699 3.816
H 2.750 7.605 4.835
H 4.117 7.471 3.781
H 1.032 4.922 3.332
H 0.962 6.131 4.575



80
Properties=species:S:1:pos:R:3 method="wB97M-V/def2-TZVPD" charge=+1 spin_multiplicity=6 lumo_ev="-3.18 / -3.33"
Mn 0.283 0.938 -1.437
C -0.916 4.940 -0.655
C -0.850 3.503 -1.042
N 0.294 2.925 -1.267
N 1.417 3.626 -1.106
C 2.507 2.925 -1.331
N 3.702 3.492 -1.136
S 2.482 1.229 -1.827
C -1.997 2.640 -1.239
C -3.321 3.059 -1.093
C -4.356 2.202 -1.397
C -4.059 0.928 -1.870
C -2.734 0.558 -1.951
N -1.720 1.358 -1.624
H -0.074 5.181 -0.010
H -1.849 5.184 -0.151
H -0.824 5.565 -1.546
H 3.740 4.486 -0.972
H 4.515 3.027 -1.501
H -3.515 4.067 -0.757
H -5.385 2.509 -1.275
H -4.839 0.242 -2.166
H -2.460 -0.436 -2.287
O 0.474 0.885 0.809
S 0.328 2.114 1.684
C 1.788 2.139 2.720
C 2.469 0.978 3.040
C 3.646 1.071 3.766
C 4.129 2.314 4.155
C 3.435 3.471 3.829
C 2.258 3.388 3.100
C -0.927 1.654 2.883
C -1.610 2.670 3.536
C -2.644 2.339 4.397
C -2.999 1.008 4.575
C -2.314 0.003 3.907
C -1.265 0.324 3.058
H 2.089 0.020 2.709
H 4.191 0.172 4.018
H 5.058 2.384 4.704
H 3.817 4.441 4.120
H 1.711 4.282 2.826
H -1.329 3.704 3.368
H -3.179 3.120 4.922
H -3.817 0.753 5.236
H -2.598 -1.033 4.038
H -0.706 -0.439 2.531
C 0.026 -4.892 0.166
Si -0.387 -3.340 1.155
C 1.170 -2.606 1.943
C -1.674 -3.705 2.482
C -1.088 -2.048 -0.063
Te 0.452 -1.621 -1.516
C -0.478 -2.696 -3.120
Si 0.835 -3.061 -4.461
C 2.324 -3.885 -3.653
C 1.301 -1.386 -5.190
C 0.074 -4.238 -5.714
H 0.446 -5.665 0.813
H 0.759 -4.675 -0.614
H -0.863 -5.315 -0.308
H 1.904 -3.383 2.164
H 0.938 -2.105 2.886
H 1.647 -1.881 1.282
H -1.358 -4.558 3.086
H -2.643 -3.953 2.044
H -1.813 -2.859 3.157
H -1.382 -1.120 0.426
H -1.945 -2.429 -0.620
H -1.308 -2.116 -3.524
H -0.872 -3.611 -2.677
H 2.817 -3.229 -2.935
H 3.061 -4.160 -4.411
H 2.037 -4.801 -3.133
H 1.535 -0.665 -4.400
H 0.486 -0.974 -5.789
H 2.178 -1.460 -5.835
H -0.231 -5.170 -5.235
H 0.805 -4.490 -6.486
H -0.798 -3.812 -6.211



58
Properties=species:S:1:pos:R:3 method="wB97M-V/def2-TZVPD" charge=-2 relative_energy_kj_mol=876.9 lumo_ev=3.11
Cu -0.595 -0.926 -2.127
C -0.091 2.216 -6.346
O -0.928 1.414 -6.731
O 0.695 1.965 -5.468
O 0.615 2.452 -7.320
B 5.222 -1.944 -3.991
H 4.240 -2.280 -4.286
H 5.686 -2.698 -3.375
H 5.743 -1.783 -4.923
H 5.061 -1.031 -3.438
C -0.070 -3.215 4.849
O 0.711 -3.405 3.644
C 0.981 -2.232 2.836
C 2.056 -2.502 1.786
N 1.579 -3.032 0.534
C 0.987 -4.359 0.655
C 0.391 -4.866 -0.672
O -0.795 -4.121 -0.936
C -1.183 -4.342 -2.215
H 0.271 -3.942 5.586
H -1.122 -3.314 4.580
H 0.036 -2.244 5.332
H 1.230 -1.367 3.451
H 0.129 -1.807 2.305
H 2.605 -3.306 2.278
H 2.763 -1.689 1.623
H 2.265 -3.002 -0.206
H 0.179 -4.559 1.359
H 1.733 -5.074 1.002
H 0.057 -5.900 -0.591
H 1.119 -5.013 -1.470
H -1.863 -3.619 -2.664
H -1.554 -5.367 -2.247
H -0.386 -4.313 -2.958
C -3.946 0.342 1.781
O -3.208 0.987 0.750
C -3.419 2.350 0.738
C -2.447 3.259 -0.084
N -0.999 3.247 0.279
C -0.611 3.925 1.507
C -0.414 5.443 1.282
O 0.277 5.702 0.022
C 1.122 6.873 -0.119
H -3.716 -0.723 1.754
H -5.033 0.409 1.759
H -3.681 0.556 2.816
H -3.295 2.607 1.790
H -4.431 2.608 0.425
H -2.774 4.298 -0.039
H -2.617 2.945 -1.114
H -0.573 3.631 -0.552
H 0.396 3.589 1.752
H -1.148 3.740 2.437
H 0.157 5.769 2.151
H -1.351 5.998 1.311
H 0.539 7.779 0.047
H 1.455 7.088 -1.134
H 1.948 6.778 0.586



10
Properties=species:S:1:pos:R:3 method="wB97M-V/def2-TZVPD" smiles=FC(F)(F)C(F)(F)P relative_energy_kj_mol=18.3 lumo_ev=0.89
C 1.174 0.498 -0.088
C 0.022 -0.654 0.103
F 2.355 0.162 -0.534
F 1.300 1.099 1.138
F 0.714 1.479 -0.846
F 0.453 -1.469 1.063
F -0.103 -1.190 -1.116
P -1.544 0.325 0.537
H -2.583 -0.833 0.563
H -1.789 0.583 -0.820



56
Properties=species:S:1:pos:R:3 method="wB97M-V/def2-TZVPD" charge=-1 relative_energy_kj_mol=232.3 spin_multiplicity=2 lumo_ev="2.11 / 2.11"
Co 0.823 0.529 0.770
O -4.124 0.613 4.188
C -3.010 0.609 3.415
C -1.755 0.948 3.917
C -0.676 0.889 3.068
N -0.813 0.574 1.776
C -2.012 0.280 1.286
C -3.136 0.243 2.082
C -2.137 0.015 -0.202
O -3.173 -0.381 -0.686
O -0.993 0.236 -0.877
C 0.766 1.149 3.517
O 0.945 1.409 4.702
O 1.618 1.034 2.575
H -3.889 0.920 5.070
H -1.589 1.246 4.946
H -4.088 -0.032 1.646
Cl 0.926 2.987 0.067
C 2.415 2.224 -0.482
C 2.478 0.869 -0.205
C 3.646 0.248 -0.602
Cl 3.882 -1.457 -0.267
C 4.670 0.933 -1.265
Cl 6.103 0.105 -1.776
C 4.547 2.296 -1.522
Cl 5.806 3.159 -2.333
C 3.395 2.964 -1.114
Cl 3.205 4.661 -1.373
C -1.889 -1.002 -3.494
O -1.793 0.412 -3.461
P -0.906 1.239 -2.345
O -2.446 2.031 -1.858
C -2.577 2.842 -0.732
O 0.520 0.002 -2.537
C 1.235 0.156 -3.726
H -2.288 -1.269 -4.474
H -2.564 -1.357 -2.716
H -0.906 -1.460 -3.365
H -3.593 2.752 -0.327
H -2.403 3.900 -0.973
H -1.883 2.582 0.082
H 2.092 0.839 -3.604
H 0.612 0.553 -4.542
H 1.633 -0.813 -4.057
C -0.114 -4.694 1.977
N 0.256 -3.534 1.188
C 0.341 -3.463 -0.191
C 0.662 -2.177 -0.492
N 0.770 -1.465 0.683
C 0.513 -2.299 1.662
H 0.118 -5.595 1.415
H -1.178 -4.687 2.210
H 0.452 -4.703 2.906
H 0.166 -4.323 -0.815
H 0.812 -1.683 -1.446
H 0.525 -2.053 2.714



8
Properties=species:S:1:pos:R:3 method="wB97M-V/def2-TZVPD" smiles="[H]/N=N/CC#N" relative_energy_kj_mol=339.6 lumo_ev=-0.95
C 2.282 0.035 0.021
C 0.571 -0.506 -0.185
N 3.339 0.428 0.151
N -0.656 1.361 0.257
N -0.388 0.409 -0.549
H 0.576 -1.464 -0.856
H 0.511 -0.815 0.847
H -1.309 2.035 -0.030



61
Properties=species:S:1:pos:R:3 method="wB97M-V/def2-TZVPD" charge=+3 relative_energy_kj_mol=18.0 lumo_ev=-12.04
Pd 0.017 0.380 -1.177
C -1.155 4.508 -1.673
C -1.046 3.135 -1.890
N -0.451 2.358 -0.990
C 0.089 2.939 0.114
C -0.052 4.306 0.299
N -0.679 5.077 -0.580
C 0.917 2.051 0.950
C 1.383 2.270 2.227
C 2.161 1.286 2.860
C 2.432 0.097 2.163
C 1.943 -0.069 0.885
N 1.231 0.912 0.309
C 2.092 -1.239 0.000
C 3.092 -2.190 0.117
N 3.289 -3.127 -0.804
C 2.503 -3.122 -1.865
C 1.469 -2.196 -2.008
N 1.254 -1.274 -1.073
C 2.657 1.482 4.230
C 1.924 2.223 5.156
C 2.431 2.364 6.439
N 3.587 1.838 6.825
C 4.291 1.143 5.940
C 3.869 0.929 4.635
H -1.638 5.142 -2.407
H -1.448 2.674 -2.781
H 0.375 4.795 1.167
H 1.170 3.199 2.737
H 2.991 -0.694 2.643
H 3.769 -2.184 0.963
H 2.686 -3.862 -2.634
H 0.814 -2.213 -2.867
H 0.961 2.654 4.915
H 1.882 2.923 7.188
H 5.235 0.738 6.284
H 4.508 0.382 3.953
Ge -1.830 -0.478 -2.812
C -1.848 -2.118 -3.707
C -1.607 -3.358 -3.084
C -1.879 -4.524 -3.764
C -2.372 -4.467 -5.071
C -2.597 -3.250 -5.701
C -2.320 -2.071 -5.033
C -2.262 -0.250 -0.926
C -1.949 -1.184 0.093
C -2.562 -1.075 1.323
C -3.471 -0.040 1.552
C -3.781 0.889 0.558
C -3.143 0.826 -0.662
H -2.399 0.683 -3.626
H -1.240 -3.409 -2.066
H -1.726 -5.483 -3.288
H -2.575 -5.389 -5.602
H -2.980 -3.222 -6.712
H -2.478 -1.123 -5.534
H -1.307 -2.030 -0.114
H -2.361 -1.802 2.097
H -3.956 0.038 2.518
H -4.521 1.656 0.744
H -3.390 1.545 -1.434



9
Properties=species:S:1:pos:R:3 method="wB97M-V/def2-TZVPD" charge=-1 smiles="O=[N+]([O-])/N=C(/[O-])N=C=S" relative_energy_kj_mol=244.1 lumo_ev=3.12
C 0.102 0.610 0.342
C 1.438 0.970 -1.342
N -0.860 -0.215 0.671
N 0.981 0.123 -0.622
N -0.929 -1.515 0.352
O -0.221 -2.267 1.107
O -1.598 -1.897 -0.594
O 0.401 1.747 0.686
S 1.633 2.325 -2.032



Please write out number 7 again, unchanged.
61
Properties=species:S:1:pos:R:3 method="wB97M-V/def2-TZVPD" charge=+3 relative_energy_kj_mol=18.0 lumo_ev=-12.04
Pd 0.017 0.380 -1.177
C -1.155 4.508 -1.673
C -1.046 3.135 -1.890
N -0.451 2.358 -0.990
C 0.089 2.939 0.114
C -0.052 4.306 0.299
N -0.679 5.077 -0.580
C 0.917 2.051 0.950
C 1.383 2.270 2.227
C 2.161 1.286 2.860
C 2.432 0.097 2.163
C 1.943 -0.069 0.885
N 1.231 0.912 0.309
C 2.092 -1.239 0.000
C 3.092 -2.190 0.117
N 3.289 -3.127 -0.804
C 2.503 -3.122 -1.865
C 1.469 -2.196 -2.008
N 1.254 -1.274 -1.073
C 2.657 1.482 4.230
C 1.924 2.223 5.156
C 2.431 2.364 6.439
N 3.587 1.838 6.825
C 4.291 1.143 5.940
C 3.869 0.929 4.635
H -1.638 5.142 -2.407
H -1.448 2.674 -2.781
H 0.375 4.795 1.167
H 1.170 3.199 2.737
H 2.991 -0.694 2.643
H 3.769 -2.184 0.963
H 2.686 -3.862 -2.634
H 0.814 -2.213 -2.867
H 0.961 2.654 4.915
H 1.882 2.923 7.188
H 5.235 0.738 6.284
H 4.508 0.382 3.953
Ge -1.830 -0.478 -2.812
C -1.848 -2.118 -3.707
C -1.607 -3.358 -3.084
C -1.879 -4.524 -3.764
C -2.372 -4.467 -5.071
C -2.597 -3.250 -5.701
C -2.320 -2.071 -5.033
C -2.262 -0.250 -0.926
C -1.949 -1.184 0.093
C -2.562 -1.075 1.323
C -3.471 -0.040 1.552
C -3.781 0.889 0.558
C -3.143 0.826 -0.662
H -2.399 0.683 -3.626
H -1.240 -3.409 -2.066
H -1.726 -5.483 -3.288
H -2.575 -5.389 -5.602
H -2.980 -3.222 -6.712
H -2.478 -1.123 -5.534
H -1.307 -2.030 -0.114
H -2.361 -1.802 2.097
H -3.956 0.038 2.518
H -4.521 1.656 0.744
H -3.390 1.545 -1.434